[1]
{"formula": "C6H10N2O", "method": "the ωB97M-V functional and the def2-TZVPD basis", "fmax_ev_per_a": 2.2, "e_lumo_ev": 0.9, "smiles": "[H]/N=C(/O)C1([C@@H]2CN2)CC1", "total_energy_ha": -419.298217, "orbital_gap_ev": 10.56, "homo_energy_ev": -9.684, "elements": ["N", "C", "C", "C", "C", "C", "N", "C", "H", "H", "H", "H", "H", "H", "H", "H", "O", "H", "H"], "xyz": [[-0.78240, 0.14435, -2.71054], [-0.39863, -0.45977, -1.65215], [-0.30830, 0.06252, -0.24958], [-0.15913, 1.55942, -0.08241], [-1.46781, 0.91742, 0.22660], [0.34017, -0.86691, 0.73868], [1.78271, -0.77738, 0.93560], [0.89284, -0.42868, 2.04049], [0.45937, 1.91512, 0.74063], [-0.06764, 2.15063, -0.99399], [-2.30341, 1.06965, -0.45829], [-1.74690, 0.79576, 1.27381], [-0.08333, -1.87458, 0.73165], [2.19149, -1.69837, 1.06882], [0.88729, 0.62514, 2.32665], [0.80619, -1.12528, 2.87689], [0.24961, -1.61879, -1.82104], [-1.25566, 1.02235, -2.50726], [0.96354, -1.41260, -2.48456]], "atomic_forces_ev_per_a": [[-0.389, -0.331, 0.877], [0.333, 1.948, -1.072], [-0.680, -0.115, 0.237], [0.187, 0.147, -0.118], [-0.236, -0.015, 0.249], [-0.270, -0.250, -0.001], [0.165, -0.007, -0.129], [-0.137, 0.075, 0.328], [-0.154, -0.157, -0.235], [-0.034, -0.207, 0.251], [0.265, -0.091, 0.180], [0.061, 0.093, -0.287], [0.086, 0.279, -0.020], [-0.083, 0.138, -0.026], [0.043, -0.309, -0.087], [-0.002, 0.213, -0.204], [1.917, -0.724, -0.625], [0.157, 0.026, 0.073], [-1.228, -0.712, 0.610]], "nbo_charge": [-0.70, 0.58, -0.17, -0.39, -0.40, -0.07, -0.59, -0.26, 0.23, 0.22, 0.22, 0.22, 0.21, 0.36, 0.19, 0.20, -0.70, 0.33, 0.50]}



[2]
{"formula": "C5H13N2O", "method": "the ωB97M-V functional and the def2-TZVPD basis", "fmax_ev_per_a": 2.0, "e_lumo_ev": -3.5, "total_charge": 1, "total_energy_ha": -382.795561, "orbital_gap_ev": 9.78, "homo_energy_ev": -13.320, "elements": ["C", "C", "C", "C", "C", "N", "N", "O", "H", "H", "H", "H", "H", "H", "H", "H", "H", "H", "H", "H", "H"], "xyz": [[-2.15466, 0.20311, 0.49065], [-2.48619, 0.85695, -0.78811], [1.77026, -1.95333, -0.25992], [1.64046, 1.75609, 0.53519], [1.15160, -0.62722, 0.07110], [-0.17498, -0.56802, 0.15993], [1.97660, 0.38345, 0.25940], [-2.73654, -0.91071, 0.78055], [-1.60216, 1.21170, -1.31205], [-3.08902, 1.73998, -0.56386], [-3.05215, 0.18654, -1.42673], [2.05079, -2.46407, 0.66112], [2.65883, -1.83455, -0.87387], [1.06745, -2.59000, -0.79324], [2.01377, 2.04453, 1.51852], [2.10334, 2.40085, -0.21314], [0.56185, 1.87791, 0.49959], [-0.57765, -1.47055, -0.06508], [-1.77539, 0.83549, 1.29292], [-2.64121, -1.19784, 1.70295], [2.96374, 0.18105, 0.18537]], "atomic_forces_ev_per_a": [[1.478, 0.707, 0.348], [-0.112, -0.142, -0.256], [0.180, -0.127, 0.039], [-0.076, 0.321, 0.116], [-1.883, -0.549, -0.133], [0.249, 0.193, 0.044], [0.535, 0.008, -0.024], [-0.293, -0.157, -0.205], [0.051, -0.073, 0.135], [-0.128, -0.042, 0.083], [-0.018, -0.048, -0.093], [0.050, 0.007, 0.036], [0.095, 0.002, -0.026], [0.020, 0.072, 0.002], [-0.129, 0.039, -0.006], [-0.113, 0.015, 0.036], [0.000, 0.042, 0.014], [0.268, -0.070, -0.039], [-0.150, -0.300, 0.000], [0.154, 0.173, -0.027], [-0.179, -0.071, -0.043]], "nbo_charge": [0.52, -0.72, -0.68, -0.41, 0.52, -0.79, -0.54, -0.60, 0.27, 0.27, 0.26, 0.25, 0.24, 0.24, 0.22, 0.22, 0.21, 0.37, 0.21, 0.53, 0.41]}



[3]
{"formula": "C4H12NS", "method": "the ωB97M-V functional and the def2-TZVPD basis", "fmax_ev_per_a": 0.6, "e_lumo_ev": -4.7, "total_charge": 1, "total_energy_ha": -612.289876, "orbital_gap_ev": 10.80, "homo_energy_ev": -15.465, "elements": ["C", "C", "C", "C", "N", "S", "H", "H", "H", "H", "H", "H", "H", "H", "H", "H", "H", "H"], "xyz": [[-1.68655, -2.00786, -1.68481], [-0.56237, 1.44216, 0.31194], [0.49040, 0.33199, 0.10987], [1.77899, 0.58640, 0.80064], [1.79516, 0.87617, 2.07685], [3.18814, 0.46352, -0.14304], [-2.31677, -1.14210, -1.83797], [-1.97321, -2.78384, -2.38532], [-1.81386, -2.38129, -0.67610], [-0.70769, 1.98611, -0.61678], [-1.51942, 1.01780, 0.59819], [-0.26292, 2.15807, 1.07126], [0.09434, -0.60781, 0.50868], [0.67329, 0.17426, -0.95243], [0.93170, 0.93798, 2.60439], [-0.64682, -1.74279, -1.85650], [2.64857, 1.03016, 2.59605], [4.09353, 0.70290, 0.82264]], "atomic_forces_ev_per_a": [[0.079, -0.039, -0.044], [-0.003, 0.009, -0.112], [-0.408, -0.002, -0.138], [0.342, 0.098, 0.502], [-0.074, -0.092, -0.155], [-0.019, -0.034, -0.104], [-0.134, 0.188, -0.030], [-0.011, -0.067, -0.071], [-0.019, -0.065, 0.192], [0.020, 0.084, 0.012], [-0.030, -0.029, 0.019], [-0.038, 0.117, 0.086], [0.184, -0.061, -0.031], [0.043, -0.090, 0.080], [0.032, -0.019, -0.119], [0.089, -0.017, -0.044], [-0.022, 0.010, -0.065], [-0.033, 0.007, 0.023]], "nbo_charge": [-0.85, -0.61, -0.51, 0.26, -0.68, 0.28, 0.22, 0.24, 0.21, 0.25, 0.25, 0.21, 0.28, 0.26, 0.44, 0.19, 0.43, 0.14]}



[4]
{"formula": "C8H10O2", "method": "the ωB97M-V functional and the def2-TZVPD basis", "fmax_ev_per_a": 4.4, "e_lumo_ev": [0.3, -0.8], "total_energy_ha": -461.095630, "orbital_gap_ev": [9.04, 6.35], "homo_energy_ev": [-8.708, -7.173], "elements": ["C", "C", "C", "C", "C", "C", "C", "C", "O", "O", "H", "H", "H", "H", "H", "H", "H", "H", "H", "H"], "xyz": [[1.20352, -2.53296, 0.90610], [-0.75029, 0.41203, 0.30757], [-0.88565, -1.10086, 0.58617], [0.85364, -0.91313, -1.06606], [0.26263, 1.64400, -1.68233], [0.48747, 0.54955, -0.61384], [0.58797, -1.60029, 0.19790], [-1.07893, 1.66484, -2.23380], [0.78747, -3.08926, 2.00164], [-1.68698, 2.12035, -3.13184], [-1.59271, 0.60361, -0.17781], [-0.57249, 0.99310, 1.18280], [-1.16468, -1.37333, 1.59457], [-1.63977, -1.50705, -0.03870], [0.16531, -1.31297, -1.81001], [1.86707, -0.99026, -1.29710], [0.53864, 2.60979, -1.28281], [0.90997, 1.39016, -2.67622], [1.33626, 0.80353, 0.07669], [-0.18828, -2.72196, 2.21241]], "atomic_forces_ev_per_a": [[-0.662, 1.397, -0.991], [3.311, -2.268, 1.294], [2.782, 0.125, 0.699], [-1.146, 1.465, 0.851], [2.596, -1.371, -2.215], [0.342, -0.182, 0.254], [-2.077, -1.196, 0.610], [-1.876, -0.807, 0.276], [-2.649, -0.023, 1.848], [0.618, 0.514, -0.252], [-3.548, 1.856, -1.904], [-0.359, 0.448, 0.716], [-0.120, 0.248, 0.517], [-0.505, -0.629, -0.865], [0.208, 0.163, -0.446], [1.593, -0.093, -1.056], [0.099, 0.472, -0.140], [-0.949, 0.820, 2.259], [-0.593, 0.205, -0.912], [2.934, -1.141, -0.543]], "nbo_charge": [0.47, -0.41, -0.39, -0.42, -0.57, -0.19, -0.26, 0.51, -0.69, -0.47, 0.21, 0.21, 0.18, 0.21, 0.21, 0.22, 0.26, 0.24, 0.21, 0.49]}



[5]
{"formula": "C5H3N3", "method": "the ωB97M-V functional and the def2-TZVPD basis", "fmax_ev_per_a": 2.8, "e_lumo_ev": 0.5, "smiles": "C#CNC#CNC#N", "total_energy_ha": -356.387133, "orbital_gap_ev": 9.51, "homo_energy_ev": -9.041, "elements": ["C", "C", "C", "C", "C", "N", "N", "N", "H", "H", "H"], "xyz": [[-3.13323, -1.12566, -0.27832], [-2.51036, -0.28680, 0.31422], [-0.32584, 0.47552, 0.11332], [0.79418, 0.51288, -0.36789], [3.20599, -0.25372, -0.16826], [4.12489, -0.72123, 0.35093], [-1.53314, 0.59548, 0.64710], [2.14761, 0.42890, -0.70279], [-3.56200, -2.07299, -0.29839], [-1.84975, 1.19299, 1.38667], [2.64166, 1.25465, -0.99659]], "atomic_forces_ev_per_a": [[-0.145, 0.177, 0.663], [1.087, 0.244, -0.803], [2.606, 0.639, -0.614], [0.501, -0.479, 1.031], [-1.344, -0.622, 1.288], [-0.232, 0.009, -0.519], [-2.104, -0.757, 0.077], [0.359, 0.202, -0.125], [-0.692, -0.906, -0.487], [1.053, 0.661, 0.261], [-1.088, 0.831, -0.773]], "nbo_charge": [-0.27, 0.14, 0.16, 0.10, 0.41, -0.35, -0.63, -0.65, 0.23, 0.42, 0.42]}



[6]
{"formula": "C5H11OP", "method": "the ωB97M-V functional and the def2-TZVPD basis", "fmax_ev_per_a": 5.7, "e_lumo_ev": 0.7, "smiles": "CC(C)PO.C#C", "total_energy_ha": -613.547454, "orbital_gap_ev": 9.31, "homo_energy_ev": -8.617, "elements": ["C", "C", "C", "C", "C", "O", "P", "H", "H", "H", "H", "H", "H", "H", "H", "H", "H", "H"], "xyz": [[-3.55893, -0.33459, -0.56765], [-3.59272, -0.75689, 0.51764], [1.37595, 1.53486, -0.65384], [2.01935, -0.41417, 0.77201], [0.85712, 0.49342, 0.45147], [-0.33713, -1.85535, -0.79562], [-0.73119, -0.25630, -0.39487], [-3.30875, 0.57092, -1.12770], [0.47867, -1.90104, -1.47270], [-3.67112, -1.34916, 1.32058], [2.18307, 2.11753, -0.22695], [1.70943, 1.25863, -1.68102], [0.59036, 2.33366, -0.83908], [2.16714, -1.11432, 0.00906], [1.70904, -1.01218, 1.58967], [2.84672, 0.14860, 1.09174], [0.54687, 1.12209, 1.22303], [-1.28387, -0.58570, 0.78424]], "atomic_forces_ev_per_a": [[0.332, 4.132, -3.871], [-0.823, -1.402, 1.604], [-1.211, 1.419, 0.198], [-2.330, 0.158, 1.125], [0.637, 0.073, -4.979], [2.917, 0.389, -1.963], [2.448, 0.170, -0.412], [-0.534, -1.239, -0.464], [-2.929, 0.291, 2.213], [-0.178, -1.587, 2.622], [0.500, 0.005, 0.154], [-0.326, -0.691, 0.875], [0.581, -0.991, 0.173], [0.827, -0.710, -1.413], [-0.089, -0.810, 1.160], [1.403, 0.570, -0.015], [-0.621, 0.709, 1.628], [-0.604, -0.486, 1.364]], "nbo_charge": [-0.26, -0.21, -0.64, -0.61, -0.48, -0.99, 0.90, 0.25, 0.49, 0.21, 0.20, 0.21, 0.20, 0.20, 0.21, 0.21, 0.21, -0.10]}